C9H8ClO3S | ωB97M-V/def2-TZVPD

Geometry as XYZ:
```
22
Properties=species:S:1:pos:R:3:forces:R:3:lowdin_charge:R:1
Cl 2.4676 -2.8263 -1.2766 0.13 -0.05 0.10 0.41
S 1.4726 -0.2514 -0.5241 -1.06 -1.23 0.41 1.04
O 2.9009 1.8723 -1.2349 -0.99 -0.20 -1.35 -0.07
O 1.0042 0.6468 -1.7340 0.41 0.05 -1.47 -0.39
O 1.7556 2.2320 -3.1669 -0.57 0.81 -2.05 0.06
C 0.0883 0.2715 0.4397 -0.52 -0.09 2.68 -0.35
C 0.9984 -1.9679 -0.6017 0.87 1.73 -0.33 -0.86
C -1.8375 0.9316 2.3617 -1.09 1.12 1.98 -0.11
C -1.0840 -0.2406 2.5375 -0.50 2.42 -2.04 -0.07
C -0.1549 -2.2378 -1.5205 -0.46 0.53 0.71 -0.24
C -1.5310 1.8365 1.3665 1.69 -3.44 -1.28 -0.10
C 2.0479 1.7316 -2.1398 1.75 -0.11 3.24 -0.76
C -0.6357 1.4674 0.3413 1.34 0.94 -0.90 -0.03
C -0.0972 -0.5135 1.6017 -2.58 2.65 -0.31 -0.09
H -0.4364 -1.5145 -2.2351 0.48 1.36 -1.14 0.05
H -1.9916 2.7160 1.2056 -1.78 2.91 0.02 0.05
H 0.0770 -3.0954 -2.0406 0.41 -1.99 -1.31 0.01
H -1.3798 -0.7907 3.3610 0.14 -1.60 1.43 0.07
H -1.1151 -2.4161 -1.1054 -0.83 -0.39 1.44 0.05
H 0.4669 -1.3279 1.7064 2.20 -3.12 0.39 0.04
H -0.3799 2.2141 -0.4944 -0.57 -1.40 1.31 0.14
H -2.6363 1.2621 3.1528 1.54 -0.88 -1.52 0.13
```
Positions in Å, forces in eV/Å.

Orbital gap: 7.41 eV
Multiplicity: 1
Calculated total energy: -38961.8155 eV
ΔE to the lowest compared entry with this formula, charge and spin: 1.669 eV
Net charge: -1